Molecular formula: C15H25O4P
Method: DFT, ωB97M-V with the def2-TZVPD basis set

Structure (XYZ):
```
45
Properties=species:S:1:pos:R:3:nbo_charge:R:1
P 0.174 -0.155 2.199 2.389
C 2.419 -0.944 3.244 -0.068
H 2.507 1.100 3.892 0.214
H 0.923 3.803 3.206 0.211
H -3.294 -3.449 -1.298 0.214
C -1.582 -1.242 -1.865 0.375
C 3.197 0.291 3.665 -0.632
C -0.408 -0.468 -1.820 0.014
C -0.556 2.304 2.762 -0.066
H -1.009 1.741 -3.292 0.206
C 1.533 0.824 -2.820 -0.604
H 0.994 0.433 -0.459 0.228
H -2.129 -1.674 1.454 0.231
H 2.271 0.237 -2.278 0.210
H 1.302 1.722 -2.252 0.209
H -0.193 -1.792 -4.233 0.226
C -0.701 0.888 -3.894 -0.606
H 3.853 0.611 2.860 0.211
H 3.793 0.070 4.547 0.213
O 0.404 1.450 2.162 -0.823
H 1.197 -0.892 -4.837 0.204
H 1.976 1.130 -3.766 0.213
H 3.097 -1.770 3.009 0.184
C -3.468 -2.510 -0.769 -0.649
H -0.588 3.972 4.115 0.213
C -0.516 -0.590 0.593 -0.473
H -1.059 2.860 1.963 0.173
C 0.270 0.003 -3.101 -0.099
H -2.913 -2.102 -2.934 0.489
O -2.121 -1.569 -3.074 -0.691
O 1.670 -0.709 2.059 -0.808
H -3.804 -2.753 0.235 0.236
O -0.553 -0.594 3.396 -1.105
H -4.273 -1.967 -1.268 0.214
H 1.344 -1.858 -3.365 0.207
H 1.734 -1.253 4.042 0.199
H 0.571 2.708 4.550 0.210
C 0.134 3.261 3.722 -0.623
C -2.212 -1.682 -0.694 -0.126
H -1.294 1.699 3.299 0.200
H -1.584 0.329 -4.185 0.226
C 0.100 -0.156 -0.569 -0.188
H -0.216 1.257 -4.795 0.204
C 0.678 -1.216 -3.938 -0.606
C -1.668 -1.348 0.534 -0.157
```

As for the orbital gap: 9.33 eV. The energy above the lowest of the compared OMol25 structures with the same formula, charge and spin comes out at 0.0 kcal per mole. As for the electronic energy: -33442.468 eV. The SMILES is CCOP(=O)(OCC)c1cc(C)c(O)c(C(C)(C)C)c1. As for the HOMO energy: -8.71 eV.